C17H29N4O2Pt | ωB97M-V/def2-TZVPD

```
53
Properties=species:S:1:pos:R:3
Pt 0.001 -0.027 -1.828
C 1.929 1.899 -0.496
C 2.806 0.746 -0.987
N 2.133 -0.192 -1.931
C 2.455 -1.640 -1.815
C 1.295 -2.458 -1.261
N 0.091 -2.178 -2.071
C -1.186 -2.797 -1.637
C -1.907 -2.009 -0.550
C -2.796 -0.846 -0.995
N -2.144 0.152 -1.891
C -2.436 1.590 -1.662
C -1.246 2.336 -1.064
N -0.093 2.157 -1.973
C 1.216 2.728 -1.559
H 2.567 2.555 0.099
H 1.180 1.497 0.183
H 3.109 0.184 -0.104
H 3.702 1.147 -1.468
H 2.330 0.111 -2.876
H 3.316 -1.792 -1.164
H 2.711 -2.007 -2.812
H 1.125 -2.169 -0.222
H 1.571 -3.518 -1.288
H 0.273 -2.460 -3.027
H -1.001 -3.808 -1.265
H -1.809 -2.889 -2.530
H -1.173 -1.620 0.153
H -2.545 -2.695 0.010
H -3.108 -0.332 -0.085
H -3.691 -1.231 -1.490
H -2.363 -0.079 -2.851
H -3.298 1.716 -1.006
H -2.685 2.040 -2.625
H -0.994 1.906 -0.093
H -1.511 3.391 -0.931
H -0.332 2.551 -2.876
H 1.081 3.747 -1.182
H 1.816 2.797 -2.469
O 1.652 -1.046 1.412
C 0.620 -0.388 1.595
O -0.129 0.082 0.668
C 0.196 -0.067 3.020
C -0.849 0.812 3.279
C -1.212 1.094 4.589
C -0.538 0.493 5.642
C 0.503 -0.388 5.385
C 0.871 -0.666 4.077
H -1.376 1.277 2.457
H -2.024 1.784 4.784
H -0.823 0.713 6.663
H 1.032 -0.858 6.204
H 1.685 -1.346 3.865
```

Properties
Highest occupied orbital energy = -0.404 Ha
Frontier orbital gap = 8.14 eV
Energy relative to the best compared isomer or geometry (same formula, charge and spin) = 53.5 kJ/mol
Total charge = +1

These are the Mulliken partial charges, in e, on atoms 1 to 5: 1.5831 0.0400 -0.7752 -0.4062 -0.7728

C17H29NO17P | ωB97M-V/def2-TZVPD

```
65
Properties=species:S:1:pos:R:3
N 3.407 -0.533 2.425
P 1.775 -0.140 1.801
C -0.049 0.140 1.156
C -0.872 -1.162 1.510
O -0.799 -2.254 0.900
O -1.728 -1.106 2.639
H 3.925 0.296 2.744
H 3.891 -0.993 1.633
H 2.051 1.281 1.725
H 2.179 -0.274 0.402
H 1.442 -1.544 1.921
H 1.236 0.044 3.149
H -0.086 0.399 0.046
H -0.505 1.034 1.714
H -2.098 -0.199 2.648
C -1.789 4.060 -1.630
C -1.576 4.373 -0.179
O -0.620 3.398 0.220
C 0.049 3.007 -0.898
O 1.028 2.324 -0.893
O -0.542 3.498 -2.023
H -2.016 4.945 -2.217
H -2.576 3.317 -1.787
H -1.153 5.369 -0.024
H -2.492 4.282 0.405
C -5.400 6.963 -4.392
C -4.895 5.575 -4.650
O -3.963 5.373 -3.595
C -4.313 6.212 -2.583
O -3.840 6.180 -1.486
O -5.270 7.092 -2.981
H -6.437 7.095 -4.700
H -4.786 7.729 -4.874
H -5.684 4.821 -4.574
H -4.409 5.481 -5.622
C -1.257 -5.310 -0.493
C -2.714 -4.962 -0.492
O -3.262 -5.874 -1.441
C -2.420 -6.937 -1.509
O -2.667 -7.957 -2.086
O -1.262 -6.696 -0.839
H -0.792 -5.151 0.480
H -0.695 -4.757 -1.250
H -3.186 -5.137 0.479
H -2.896 -3.931 -0.793
C 5.405 4.245 0.815
C 4.544 3.030 0.993
O 4.152 3.112 2.356
C 4.244 4.417 2.722
O 3.831 4.861 3.752
O 4.869 5.157 1.763
H 5.346 4.654 -0.194
H 6.454 4.055 1.061
H 3.648 3.055 0.365
H 5.085 2.103 0.800
C 2.022 -7.848 0.583
C 1.353 -8.454 1.780
O 2.219 -8.095 2.847
C 2.907 -6.987 2.452
O 3.596 -6.331 3.171
O 2.704 -6.727 1.131
H 1.308 -7.535 -0.179
H 2.756 -8.520 0.129
H 0.363 -8.027 1.967
H 1.261 -9.539 1.702
```

Properties
Highest occupied orbital energy = -0.118 Ha
Frontier orbital gap = 4.67 eV
Energy relative to the best compared isomer or geometry (same formula, charge and spin) = 119.4 kJ/mol
Total charge = -1

These are the Mulliken partial charges, in e, on atoms 1 to 5: -0.8782 0.8491 -0.2415 0.2696 -0.5434

C17H30BKN7O2 | ωB97M-V/def2-TZVPD

```
58
Properties=species:S:1:pos:R:3
K 1.989 0.557 -0.488
N 0.229 -2.358 -0.223
C -0.749 -1.625 0.595
C 0.020 -0.787 1.631
C -0.455 -0.940 3.071
N 0.222 0.045 3.911
C -1.961 -0.724 3.129
C -2.746 -1.607 2.134
N -3.514 -0.730 1.233
C -1.821 -2.473 1.272
H 2.925 -2.418 -1.259
H -0.231 -2.810 -1.006
H 0.652 -3.100 0.329
H -1.255 -0.943 -0.092
H -0.051 0.280 1.392
H 1.077 -1.101 1.562
H -0.247 -1.965 3.406
H 1.140 -0.272 4.197
H -0.307 0.214 4.758
H -2.151 0.330 2.902
H -2.311 -0.902 4.148
H -3.406 -2.274 2.698
H -4.084 -0.089 1.774
H -4.159 -1.278 0.672
H -2.420 -2.990 0.516
H -1.350 -3.250 1.880
C -4.137 2.959 0.347
C -4.435 2.825 -1.144
C -4.812 1.392 -1.510
C -3.275 3.341 -1.997
N -2.031 2.600 -1.775
C -1.585 1.471 -2.331
N -0.410 1.190 -1.823
N -0.164 2.171 -0.931
N -1.124 3.018 -0.893
H -5.019 2.702 0.933
H -3.846 3.978 0.608
H -3.325 2.290 0.642
H -5.272 3.482 -1.394
H -4.034 0.689 -1.203
H -4.994 1.288 -2.582
H -5.726 1.098 -0.993
H -3.045 4.379 -1.767
H -3.504 3.265 -3.060
H -2.117 0.905 -3.075
O 4.312 -0.626 -1.330
B 4.021 -1.998 -1.358
O 5.160 -2.756 -1.465
C 6.198 -1.862 -1.528
C 7.544 -2.123 -1.649
C 8.385 -1.017 -1.693
C 7.889 0.276 -1.620
C 6.525 0.522 -1.498
C 5.708 -0.584 -1.452
H 7.919 -3.135 -1.708
H 9.452 -1.168 -1.788
H 8.575 1.110 -1.660
H 6.131 1.528 -1.444
```

Properties
Highest occupied orbital energy = -0.422 Ha
Frontier orbital gap = 9.24 eV
Energy relative to the best compared isomer or geometry (same formula, charge and spin) = 16.0 kJ/mol
Total charge = +1

These are the Mulliken partial charges, in e, on atoms 1 to 5: 0.9434 -0.4487 1.2711 -1.1137 0.3093

C17H30F3IrNP2 | ωB97M-V/def2-TZVPD

```
54
Properties=species:S:1:pos:R:3
Ir -0.066 0.143 0.463
C 2.014 3.284 0.700
P 1.755 1.649 -0.072
C 3.461 0.979 -0.118
C 1.468 2.135 -1.841
C 0.920 0.975 -2.666
P -0.640 0.298 -1.922
C -1.883 1.421 -2.675
C -0.878 -1.229 -2.900
H 2.743 3.859 0.130
H 2.374 3.143 1.718
H 1.068 3.822 0.738
H 4.128 1.692 -0.602
H 3.486 0.035 -0.658
H 3.801 0.801 0.902
H 2.401 2.502 -2.273
H 0.753 2.964 -1.840
H 1.652 0.166 -2.713
H 0.717 1.300 -3.691
H -1.735 1.452 -3.754
H -1.783 2.424 -2.263
H -2.887 1.058 -2.461
H -0.706 -1.040 -3.959
H -1.898 -1.581 -2.752
H -0.194 -2.001 -2.552
C -3.711 1.232 0.694
C -2.647 1.641 1.741
C -1.966 2.940 1.281
C -3.332 1.853 3.099
C -1.666 0.526 1.808
H -4.393 2.058 0.512
H -4.277 0.373 1.043
H -3.223 0.957 -0.238
H -2.692 3.726 1.084
H -1.396 2.751 0.369
H -1.283 3.294 2.049
H -4.033 2.683 3.054
H -2.589 2.066 3.865
H -3.882 0.959 3.385
H -1.933 -0.243 2.534
F 3.072 -6.237 -0.240
C 2.336 -5.921 0.831
F 1.329 -6.808 0.889
F 3.101 -6.142 1.911
C 1.824 -4.510 0.782
C 1.030 -4.016 1.823
C 0.544 -2.732 1.733
N 0.804 -1.921 0.691
C 1.583 -2.402 -0.296
C 2.105 -3.672 -0.300
H 0.804 -4.636 2.676
H -0.077 -2.322 2.516
H 1.786 -1.726 -1.116
H 2.714 -4.022 -1.119
```

Properties
Highest occupied orbital energy (alpha / beta) = -0.336 / -0.454 Ha
Frontier orbital gap (alpha / beta) = 5.85 / 8.19 eV
Energy relative to the best compared isomer or geometry (same formula, charge and spin) = 44.9 kJ/mol
Total charge = +1
⟨S²⟩ = 6.01
Spin multiplicity = 5

These are the Mulliken partial charges, in e, on atoms 1 to 5: 0.5807 -1.2795 0.8738 -1.3056 -1.2055

C17H30F3IrNP2 | ωB97M-V/def2-TZVPD

```
54
Properties=species:S:1:pos:R:3
Ir -0.032 0.092 -0.065
C -0.778 -2.967 -2.010
P -1.359 -1.662 -0.895
C -2.225 -2.583 0.415
C -2.697 -0.838 -1.846
C -3.171 0.436 -1.145
P -1.756 1.540 -0.733
C -1.443 2.439 -2.279
C -2.499 2.798 0.344
H -1.609 -3.621 -2.280
H -0.005 -3.558 -1.520
H -0.356 -2.529 -2.914
H -2.949 -3.278 -0.013
H -2.744 -1.898 1.086
H -1.498 -3.145 1.001
H -3.524 -1.534 -2.008
H -2.283 -0.603 -2.831
H -3.672 0.189 -0.204
H -3.897 0.975 -1.758
H -2.358 2.919 -2.630
H -1.076 1.759 -3.048
H -0.680 3.198 -2.110
H -3.353 3.272 -0.143
H -1.757 3.561 0.578
H -2.831 2.344 1.278
C 2.414 1.948 -2.758
C 2.495 0.581 -2.062
C 1.788 -0.469 -2.918
C 3.978 0.192 -1.919
C 1.882 0.685 -0.701
H 2.893 1.905 -3.739
H 2.918 2.717 -2.171
H 1.377 2.259 -2.903
H 2.235 -0.514 -3.913
H 0.725 -0.230 -3.040
H 1.865 -1.458 -2.463
H 4.458 0.137 -2.899
H 4.084 -0.782 -1.437
H 4.519 0.928 -1.322
H 2.425 1.280 0.038
F 0.065 -0.638 6.965
C 1.146 -0.775 6.192
F 2.073 0.093 6.617
F 1.632 -2.009 6.373
C 0.826 -0.538 4.735
C 1.833 -0.683 3.793
C 1.527 -0.460 2.466
N 0.295 -0.110 2.068
C -0.669 0.035 2.984
C -0.447 -0.174 4.331
H 2.838 -0.961 4.077
H 2.269 -0.547 1.681
H -1.641 0.330 2.613
H -1.249 -0.049 5.042
```

Properties
Highest occupied orbital energy (alpha / beta) = -0.332 / -0.455 Ha
Frontier orbital gap (alpha / beta) = 5.96 / 8.36 eV
Energy relative to the best compared isomer or geometry (same formula, charge and spin) = 8.3 kJ/mol
Total charge = +1
⟨S²⟩ = 6.01
Spin multiplicity = 5

These are the Mulliken partial charges, in e, on atoms 1 to 5: 0.0782 -1.3343 0.8867 -1.3258 -1.1371

C17H30N2SiY | ωB97M-V/def2-TZVPD

```
51
Properties=species:S:1:pos:R:3
Y -0.155 0.121 0.625
N -1.143 1.777 2.216
C -2.294 2.530 1.635
C -3.475 1.631 1.320
C -3.359 0.848 0.023
N -2.566 -0.403 0.201
H -1.412 1.362 3.104
H -0.413 2.446 2.450
H -1.938 3.014 0.724
H -2.599 3.321 2.319
H -4.365 2.258 1.258
H -3.660 0.947 2.158
H -2.860 1.445 -0.746
H -4.350 0.607 -0.359
H -2.622 -0.935 -0.666
H -3.004 -0.991 0.905
C 2.391 1.475 -2.117
Si 0.664 1.805 -1.483
C 0.491 3.668 -1.323
C -0.594 1.191 -2.739
C -1.370 2.018 -3.558
C -2.297 1.486 -4.448
C -2.473 0.110 -4.543
C -1.719 -0.738 -3.742
C -0.799 -0.193 -2.853
H 2.606 2.042 -3.029
H 2.534 0.416 -2.345
H 3.132 1.755 -1.364
H 0.888 4.177 -2.209
H 1.050 4.043 -0.462
H -0.554 3.976 -1.210
H -1.249 3.095 -3.506
H -2.882 2.147 -5.075
H -3.186 -0.299 -5.247
H -1.837 -1.812 -3.824
H -0.192 -0.883 -2.260
C 3.348 -2.698 4.001
C 2.907 -3.165 2.605
C 4.119 -3.225 1.663
C 2.251 -4.552 2.699
C 1.930 -2.207 2.068
C 1.112 -1.411 1.616
H 4.068 -3.409 4.410
H 2.497 -2.640 4.680
H 3.823 -1.717 3.953
H 4.845 -3.942 2.052
H 4.604 -2.251 1.586
H 3.822 -3.544 0.663
H 2.974 -5.267 3.096
H 1.928 -4.899 1.717
H 1.386 -4.532 3.362
```

Properties
Highest occupied orbital energy = -0.379 Ha
Frontier orbital gap = 7.39 eV
Total charge = +1

These are the Mulliken partial charges, in e, on atoms 1 to 5: 0.9045 -0.6065 -0.3654 -0.6565 -0.3744

no.,electronic energy (eV)
1,-31396.9371
2,-63683.9722
3,-49640.9284
4,-49167.3530
5,-49167.7329
6,-30010.6448